1.
Here is a cluster of 2 separate species, C5H11O3 in total in a non-equilibrium geometry from the OMol25 dataset. Energies are from ωB97M-V/def2-TZVPD.

Element x y z (Å)
O -0.256 1.863 -0.888
O -1.298 -0.079 0.462
O 1.954 1.220 -0.770
C 1.245 2.613 -2.562
C 0.569 -1.476 0.816
C -0.764 -1.010 1.421
C -1.809 -2.077 1.666
C 0.987 1.860 -1.171
H -1.515 -3.075 1.335
H -0.633 0.553 -0.037
H 0.431 3.238 -2.859
H -0.602 -0.381 2.316
H 2.110 3.228 -2.267
H 1.442 1.998 -3.439
H -2.717 -1.747 1.139
H 0.532 -1.531 -0.252
H 1.376 -0.776 1.034
H 1.030 -2.351 1.345
H -2.084 -2.071 2.713

The net charge is -1. For the highest occupied orbital energy, the calculation gives -4.40 eV. Its max |F| is 0.08123 Eh/bohr.

Löwdin charges, unit e, in atom order:
1. O -0.09
2. O -0.15
3. O -0.04
4. C -0.05
5. C -0.08
6. C -0.49
7. C -0.07
8. C -0.72
9. H 0.07
10. H 0.05
11. H 0.03
12. H 0.12
13. H 0.05
14. H 0.05
15. H 0.07
16. H 0.07
17. H 0.06
18. H 0.07
19. H 0.05



2.
Here is an isolated molecule of C6H9NO in a non-equilibrium geometry from the OMol25 dataset. Energies are from ωB97M-V/def2-TZVPD.

Element x y z (Å)
O 1.768 -0.296 1.031
N -2.472 -0.163 0.175
C -0.047 -1.293 -0.264
C -1.353 0.546 -0.249
C -0.118 1.135 0.070
C 2.208 0.121 -0.334
C -1.199 -0.741 0.454
C 0.850 -0.018 -0.028
H 0.167 2.062 -0.363
H -1.525 0.289 -1.224
H -1.119 -0.354 1.576
H -0.288 -1.423 -1.355
H 3.004 -0.553 -1.000
H 0.947 -2.159 -0.115
H -0.041 1.541 1.246
H -3.346 0.143 0.692
H 2.565 1.164 -0.311

The net charge is 0. For the highest occupied orbital energy, the calculation gives -8.59 eV. The structure (SMILES) is C1OC12C[C@@H]1N[C@H]1C2. Its max |F| is 0.14754 Eh/bohr.

Löwdin charges, unit e, in atom order:
1. O -0.04
2. N 0.04
3. C -0.05
4. C -0.35
5. C -0.11
6. C -0.07
7. C -0.27
8. C -0.52
9. H 0.10
10. H 0.12
11. H 0.19
12. H 0.12
13. H 0.17
14. H 0.21
15. H 0.20
16. H 0.14
17. H 0.11



3.
Here is a structure of composition C36H36ClN4O4V from the OMol25 dataset. Energies are from ωB97M-V/def2-TZVPD.

Element x y z (Å)
V -0.075 0.359 0.361
Cl 5.364 0.328 -6.440
O -1.665 0.828 1.439
O 2.715 2.083 -0.549
O 1.423 0.333 -1.068
O -2.585 2.614 2.392
N 0.175 -1.446 1.139
N -0.306 2.306 -0.496
N -1.128 0.054 -1.572
N 0.865 1.723 1.769
C -4.632 -2.389 0.630
C -2.130 -4.178 4.620
C 2.391 1.149 -1.278
C 2.717 -0.044 -3.482
C 1.272 1.355 2.978
C 0.238 3.342 0.136
C -1.004 -2.819 2.848
C -0.327 4.755 -1.697
C 3.134 0.921 -2.573
C -1.895 -1.284 -3.389
C -2.563 1.752 1.529
C -0.964 -2.119 1.634
C 4.247 1.699 -2.866
C -0.877 3.660 -2.348
C 0.798 3.027 1.468
C -1.388 -1.135 -2.111
C 3.397 -0.232 -4.675
C 1.178 4.001 2.375
C -3.356 -2.589 1.405
C 1.632 3.615 3.624
C -1.843 1.091 -3.593
C 0.241 4.604 -0.446
C -2.145 -0.145 -4.136
C -1.312 1.159 -2.312
C -3.628 1.743 0.436
C -3.337 -3.325 2.581
C 1.463 -2.182 0.986
C 1.675 2.269 3.937
C 1.471 -2.779 -0.431
C -2.162 -3.427 3.314
C 1.735 -3.355 1.940
C -0.844 2.430 -1.709
C 2.648 -1.224 1.180
C 4.941 1.520 -4.051
C 4.504 0.556 -4.946
C -2.182 -2.007 0.952
H 2.001 1.922 4.907
H -3.134 -4.442 4.947
H -1.305 3.774 -3.332
H 1.260 0.291 3.174
H 3.081 -0.979 -5.388
H 2.736 -3.725 1.710
H -0.139 -2.856 3.490
H 5.810 2.118 -4.287
H -5.432 -3.018 1.018
H 1.745 -3.045 2.984
H -1.666 -3.578 5.404
H 3.529 -1.621 0.672
H 1.100 5.048 2.123
H -4.963 -1.350 0.692
H -2.237 -1.396 0.063
H -2.006 1.989 -4.170
H 2.893 -1.139 2.241
H -2.088 -2.273 -3.779
H -4.497 -2.627 -0.426
H -1.553 -5.100 4.529
H -2.555 -0.216 -5.134
H -3.349 2.479 -0.323
H 4.557 2.445 -2.147
H 2.381 -3.357 -0.608
H -3.711 0.766 -0.038
H -4.588 2.049 0.848
H 2.472 -0.224 0.791
H 0.695 5.445 0.055
H -4.245 -3.794 2.944
H -1.183 -1.994 -1.484
H 0.617 -3.454 -0.544
H -0.332 5.724 -2.176
H 1.035 -4.180 1.812
H 1.930 4.360 4.349
H 1.853 -0.650 -3.244
H 1.410 -1.989 -1.178

As for the spin multiplicity: 3. The net charge is 0. For the highest occupied orbital energy (alpha / beta), the calculation gives -7.27 / -7.47 eV. Its max |F| is 0.01699 Eh/bohr.

Löwdin charges, unit e, in atom order:
1. V 0.99
2. Cl 0.65
3. O -0.16
4. O 0.05
5. O -0.16
6. O 0.04
7. N -0.05
8. N 0.09
9. N 0.07
10. N 0.06
11. C -0.04
12. C -0.05
13. C -0.57
14. C -0.01
15. C -0.07
16. C -0.17
17. C 0.00
18. C -0.02
19. C -0.12
20. C -0.02
21. C -0.67
22. C -0.26
23. C -0.01
24. C 0.02
25. C -0.19
26. C -0.10
27. C -0.10
28. C 0.02
29. C -0.26
30. C -0.03
31. C 0.01
32. C 0.03
33. C -0.04
34. C -0.18
35. C 0.00
36. C -0.02
37. C -0.58
38. C -0.02
39. C -0.04
40. C -0.27
41. C -0.07
42. C -0.18
43. C -0.04
44. C -0.10
45. C -0.67
46. C -0.02
47. H 0.11
48. H 0.07
49. H 0.11
50. H 0.12
51. H 0.10
52. H 0.09
53. H 0.10
54. H 0.10
55. H 0.07
56. H 0.07
57. H 0.08
58. H 0.10
59. H 0.11
60. H 0.07
61. H 0.07
62. H 0.11
63. H 0.08
64. H 0.11
65. H 0.08
66. H 0.08
67. H 0.11
68. H 0.07
69. H 0.12
70. H 0.08
71. H 0.06
72. H 0.08
73. H 0.04
74. H 0.12
75. H 0.11
76. H 0.11
77. H 0.08
78. H 0.12
79. H 0.09
80. H 0.11
81. H 0.11
82. H 0.05



| no. | total energy (Eh) |
| --- | --- |
| 1 | -422.87278 |
| 2 | -363.70049 |
| 3 | -3317.79637 |